{"formula": "C28H27BrClN3O4W", "method": "ωB97M-V/def2-TZVPD", "elements": ["W", "C", "C", "C", "C", "C", "C", "C", "C", "C", "C", "H", "H", "H", "H", "H", "H", "H", "H", "H", "H", "H", "H", "H", "H", "C", "C", "C", "C", "C", "Br", "N", "C", "H", "H", "H", "H", "H", "H", "O", "C", "O", "C", "C", "C", "N", "C", "C", "C", "O", "O", "H", "H", "H", "Cl", "C", "C", "C", "C", "N", "C", "H", "H", "H", "H"], "coordinates": [[-0.1294, -0.6024, 0.4079], [3.3869, -3.0075, 1.7079], [2.0853, -3.0059, 2.5134], [2.2469, -2.4478, 3.9256], [0.8612, -2.5404, 1.7819], [-0.2149, -1.8752, 2.4056], [-1.5336, -1.8820, 1.8442], [-1.7729, -2.5166, 0.6179], [-3.1320, -2.8521, 0.1240], [-0.6223, -2.7303, -0.1872], [0.6930, -2.7128, 0.3766], [4.1510, -3.5210, 2.2884], [3.7636, -2.0001, 1.5212], [3.3103, -3.5411, 0.7612], [1.7978, -4.0698, 2.6259], [2.4535, -1.3763, 3.9263], [3.0939, -2.9375, 4.4022], [1.3802, -2.6452, 4.5567], [-0.0924, -1.4838, 3.4070], [-2.3586, -1.5360, 2.4541], [-3.2627, -3.9283, 0.2932], [-3.2370, -2.6894, -0.9487], [-3.9189, -2.3407, 0.6731], [-0.7420, -3.0219, -1.2246], [1.5275, -3.0096, -0.2448], [-2.4861, 3.5806, 3.6170], [-1.2890, 2.8281, 3.1233], [0.0079, 3.1995, 3.4942], [1.1097, 2.4883, 3.0365], [0.8512, 1.4202, 2.2216], [2.2113, 0.2981, 1.5091], [-0.3664, 1.0203, 1.8238], [-1.4221, 1.7362, 2.2824], [-2.5451, 3.5220, 4.7049], [-3.4134, 3.1911, 3.2024], [-2.4058, 4.6357, 3.3534], [0.1586, 4.0492, 4.1507], [2.1210, 2.7543, 3.3131], [-2.4017, 1.4202, 1.9678], [3.6184, 3.3853, -5.2867], [4.0777, 3.4837, -6.4100], [4.5265, 3.6395, -7.4260], [2.8223, 2.2651, -4.7335], [2.5162, 1.1690, -5.4919], [1.7584, 0.1934, -4.8366], [1.3628, 0.3052, -3.5738], [1.7034, 1.3977, -2.8994], [2.4472, 2.4491, -3.4267], [1.2510, 1.5199, -1.4717], [1.4139, 2.4705, -0.7794], [0.5799, 0.4165, -0.9900], [2.8183, 1.0301, -6.5232], [1.4722, -0.7042, -5.3700], [2.7016, 3.3278, -2.8492], [-2.6605, -0.0659, -4.6644], [-2.8831, 0.0583, -2.9757], [-4.1079, 0.4344, -2.4333], [-4.2199, 0.4867, -1.0539], [-3.1262, 0.1771, -0.2713], [-1.9309, -0.1547, -0.7926], [-1.8219, -0.2250, -2.1355], [-4.9478, 0.6634, -3.0775], [-5.1561, 0.7531, -0.5823], [-3.2176, 0.1492, 0.8021], [-0.8626, -0.4952, -2.5568]], "energy_ha": -4648.22755, "lumo_energy_ev": -12.83, "multiplicity": 1, "orbital_gap_ev": 7.18, "total_charge": 4}


{"formula": "C28H27BrIrN5O2S", "method": "ωB97M-V/def2-TZVPD", "elements": ["Ir", "C", "C", "C", "C", "C", "C", "N", "C", "C", "C", "C", "C", "N", "C", "C", "C", "C", "C", "C", "N", "H", "H", "H", "H", "H", "H", "H", "H", "H", "H", "H", "H", "H", "H", "H", "Br", "C", "C", "C", "C", "C", "C", "C", "O", "O", "H", "H", "H", "H", "C", "N", "C", "C", "N", "C", "S", "H", "H", "H", "H", "H", "H", "H", "H"], "coordinates": [[0.4129, 0.4096, 0.2645], [0.9014, 2.0110, 3.0660], [0.1986, 0.7360, 3.4076], [0.0311, 0.3222, 4.7267], [-0.5864, -0.8828, 4.9946], [-1.0417, -1.6607, 3.9376], [-0.8591, -1.1915, 2.6502], [-0.2573, -0.0191, 2.4041], [-1.3034, -1.9362, 1.4447], [-2.1097, -3.0636, 1.4936], [-2.4715, -3.6736, 0.3041], [-2.0310, -3.1489, -0.8986], [-1.2240, -2.0185, -0.8827], [-0.8873, -1.4386, 0.2734], [-0.6995, -1.3681, -2.1116], [-0.9007, -1.9110, -3.3678], [-0.4301, -1.2192, -4.4742], [0.2084, -0.0119, -4.2809], [0.4042, 0.4794, -2.9915], [1.0872, 1.7946, -2.7854], [-0.0401, -0.2113, -1.9290], [1.1190, 2.5811, 3.9658], [0.2897, 2.6336, 2.4113], [1.8521, 1.8085, 2.5666], [0.3990, 0.9485, 5.5266], [-0.7078, -1.2234, 6.0134], [-1.5095, -2.6152, 4.1220], [-2.4546, -3.4595, 2.4361], [-3.0956, -4.5565, 0.3144], [-2.3089, -3.6218, -1.8277], [-1.4035, -2.8572, -3.4920], [-0.5648, -1.6187, -5.4695], [0.5750, 0.5620, -5.1193], [1.2496, 2.2817, -3.7436], [2.0482, 1.6632, -2.2980], [0.4830, 2.4548, -2.1601], [8.9446, -0.8846, 0.8993], [7.0900, -0.6578, 0.7909], [6.2581, -1.4628, 1.5654], [4.8907, -1.2985, 1.4811], [4.3578, -0.3289, 0.6293], [5.2012, 0.4783, -0.1368], [6.5698, 0.3127, -0.0609], [2.9168, -0.1675, 0.5457], [2.0884, -0.9098, 1.1289], [2.3936, 0.8072, -0.1652], [6.6858, -2.2079, 2.2201], [4.2306, -1.9210, 2.0685], [4.7844, 1.2320, -0.7893], [7.2346, 0.9251, -0.6520], [-3.9858, 0.4138, 1.0762], [-3.6678, 0.6638, -0.3157], [-4.6084, 0.3090, -1.3856], [-3.9650, 0.9224, -2.6454], [-2.7038, 1.4463, -2.1157], [-2.6332, 1.3343, -0.7904], [-1.3794, 2.0419, 0.1757], [-4.1864, -0.6488, 1.2161], [-4.8690, 0.9852, 1.3625], [-3.1437, 0.7172, 1.6919], [-5.5908, 0.7272, -1.1644], [-4.7008, -0.7768, -1.4478], [-4.5643, 1.7281, -3.0682], [-3.7773, 0.1792, -3.4184], [-2.0980, 2.0788, -2.6114]], "energy_ha": -4583.49582, "lumo_energy_ev": [-6.20, -7.67], "multiplicity": 5, "orbital_gap_ev": [6.99, 5.52], "s2": 6.012, "total_charge": 2}


{"formula": "C28H27CoN3SSi", "method": "ωB97M-V/def2-TZVPD", "elements": ["C", "C", "C", "H", "C", "C", "H", "H", "H", "H", "Co", "C", "H", "H", "H", "Si", "C", "C", "H", "C", "H", "C", "H", "C", "H", "C", "H", "C", "C", "H", "C", "H", "C", "H", "C", "H", "C", "H", "H", "H", "N", "C", "C", "C", "C", "C", "C", "N", "C", "C", "C", "S", "C", "N", "H", "H", "H", "H", "H", "H", "H"], "coordinates": [[1.4878, 1.7406, 0.4366], [0.4188, 1.9218, -0.4918], [-0.8055, 1.9707, 0.2301], [0.5390, 1.9934, -1.5596], [-0.4956, 1.7782, 1.6092], [0.9253, 1.6452, 1.7353], [1.4716, 1.6305, 2.6806], [2.5577, 1.7149, 0.2158], [-1.8050, 2.1124, -0.1700], [-1.1750, 1.8105, 2.4533], [0.2144, 0.2899, 0.5942], [-1.2754, -2.0977, -3.5515], [-2.3292, -1.8511, -3.4260], [-1.1440, -3.2115, -3.5174], [-0.9197, -1.8384, -4.5465], [-0.1756, -0.8678, -2.6696], [1.6446, -0.7875, -3.0411], [2.3705, 0.4153, -2.9865], [1.9103, 1.3484, -2.6628], [3.7306, 0.4391, -3.3254], [4.2796, 1.3924, -3.2926], [4.3845, -0.7361, -3.7183], [5.4284, -0.6995, -4.0736], [3.7082, -1.9639, -3.6264], [4.2295, -2.8969, -3.8548], [2.3611, -1.9809, -3.2281], [1.8964, -2.9490, -3.0450], [-1.1372, 0.7230, -3.2710], [-0.7627, 1.5605, -4.3361], [0.2362, 1.4863, -4.7737], [-1.6843, 2.4530, -4.9088], [-1.4127, 3.0306, -5.7837], [-2.9759, 2.5862, -4.4016], [-3.7212, 3.2309, -4.8860], [-3.2957, 1.8824, -3.2423], [-4.2832, 1.9936, -2.7868], [-2.3843, 0.9813, -2.6712], [-2.6838, 0.4355, -1.7712], [-0.3183, -0.4932, -1.1347], [-0.2710, -2.3213, -2.0864], [-0.6945, -1.8367, 4.8287], [-1.0400, -0.7857, 5.6651], [-0.9775, -0.6210, 7.0413], [-1.0770, 0.6777, 7.5689], [-1.2025, 1.7793, 6.7049], [-1.2507, 1.6240, 5.3150], [-1.1650, 0.3243, 4.7940], [-0.9254, -0.0768, 3.5011], [-0.5694, -1.3768, 3.5485], [0.0169, -2.1327, 2.4765], [0.3304, -3.4814, 2.4602], [1.2554, -3.8965, 1.0730], [1.2429, -2.2704, 0.5356], [0.4700, -1.4555, 1.3116], [-0.4884, -2.7909, 5.1179], [-0.8529, -1.5001, 7.6717], [-1.0480, 0.8286, 8.6495], [-1.2512, 2.7727, 7.1429], [-1.3145, 2.4708, 4.6280], [0.0330, -4.1944, 3.2190], [1.7692, -1.9304, -0.3678]], "energy_ha": -3317.66139, "lumo_energy_ev": [-0.08, -1.02], "multiplicity": 4, "orbital_gap_ev": [5.36, 5.80], "s2": 3.778, "total_charge": 0}


> Which formula does entry 1 have?

C28H27BrClN3O4W